Molecular formula: C6H11N3O2S
Method: DFT, the ωB97M-V functional and the def2-TZVPD basis

Computed properties:
E_HOMO	-8.58	eV
ΔE to the lowest compared entry with this formula, charge and spin	6.807	eV
frontier orbital gap	7.843	eV
lowest unoccupied orbital energy	-0.7	eV
SMILES	CN(C)S(=O)(=O)N1CC=CC=N1

Geometry as XYZ:
```
23
C6H11N3O2S (the ωB97M-V functional and the def2-TZVPD basis)
C -1.9814 -1.1374 1.0098
N -2.2088 0.1343 0.3971
C -2.5016 -0.0863 -1.0261
S -0.7567 0.9546 0.4022
O -1.0093 2.2238 -0.2731
O -0.2398 0.9896 1.7766
N 0.6148 -0.2418 -0.8208
C 1.5554 0.8243 -1.3501
C 2.4180 1.1666 -0.2013
C 2.8670 0.2111 0.6616
C 2.1944 -1.0653 0.6206
N 1.0344 -1.1376 0.0415
H -2.7484 -1.8335 1.1547
H -1.2683 -1.7906 0.5776
H -1.6984 -1.0619 1.9746
H -2.3045 0.7724 -1.4796
H -1.8750 -0.7898 -1.5099
H -3.5692 -0.5435 -1.0067
H 0.8179 1.5052 -1.6078
H 2.1595 0.2722 -2.0647
H 2.5725 2.3055 -0.0981
H 3.5259 0.3270 1.5868
H 2.4015 -1.9991 1.2350
```

The computed natural (NBO) charges, all in e, follow:
1. C -0.474
2. N -0.581
3. C -0.426
4. S 2.169
5. O -0.911
6. O -0.893
7. N -0.296
8. C -0.340
9. C -0.151
10. C -0.294
11. C 0.032
12. N -0.286
13. H 0.218
14. H 0.216
15. H 0.226
16. H 0.218
17. H 0.203
18. H 0.211
19. H 0.248
20. H 0.222
21. H 0.229
22. H 0.243
23. H 0.217